# 1
This record from the OMol25 dataset describes a molecular structure, C13H20AgBrN2O6P in a non-equilibrium geometry. The level of theory is ωB97M-V with the def2-TZVPD basis set.

LUMO level (alpha / beta), eV: -3.400 / -3.400
Kohn-Sham gap (alpha / beta), eV: 4.9468 / 4.8065
Spin multiplicity: 2
Net charge: 0
Expectation value of S²: 0.76

Element x y z (Å)
C 4.65836 -3.40491 1.06481
C 3.79112 -2.03890 0.63831
O 2.44836 -2.51332 0.29350
C 1.88385 -1.80357 -0.88179
C 0.32759 -1.33076 -0.72310
P -0.03664 0.28227 0.21497
O 1.68996 0.50307 0.53555
O -0.25098 1.67279 1.30553
N 0.85077 1.87343 2.04309
O 0.54383 2.55646 3.01070
C -0.08435 -0.77492 1.82855
O 1.02126 -1.12713 2.54348
O -1.35522 -1.24294 2.47892
C -1.96333 0.10213 0.06253
C -2.95480 1.40049 0.42225
C -4.54453 1.07965 0.29805
C -5.16815 -0.33905 -0.16784
N -4.27082 -1.46941 -0.48453
C -2.79847 -1.22074 -0.36973
C -0.03409 1.40343 -1.31791
Br 0.98222 0.83156 -2.91392
C 0.42017 2.98498 -1.03997
C -0.87271 3.99554 -0.80420
H 5.43600 -3.70909 0.22235
H 5.12492 -3.32915 2.13554
H 3.88736 -4.31427 1.11051
H 4.40131 -1.55364 -0.23200
H 3.74931 -1.39090 1.62568
H 1.84887 -2.65438 -1.72475
H 2.61642 -0.99960 -1.34264
H -0.32775 -1.45260 -1.71459
H -0.12688 -2.19102 -0.02073
H 2.14306 0.95496 -0.23155
H -2.61860 2.46418 0.72892
H -5.29713 1.95542 0.56688
H -6.34484 -0.50823 -0.21288
H -2.20944 -2.23388 -0.61011
H -1.16906 1.49581 -1.68035
H 0.90248 3.37503 -2.06203
H 1.26942 3.09648 -0.24571
H -0.62940 5.00861 -1.36224
H -0.92061 4.25048 0.35003
H -1.87400 3.58092 -1.24501
Ag -4.14484 -3.26530 -2.09257

---

# 2
This record from the OMol25 dataset describes a molecular structure, C51H54GeN6O5PW in a non-equilibrium geometry. The level of theory is ωB97M-V with the def2-TZVPD basis set.

Relative energy (zero: lowest compared OMol25 entry of this formula, charge and spin), kcal per mole: 20.79
LUMO level (alpha / beta), eV: -8.248 / -8.736
Kohn-Sham gap (alpha / beta), eV: 5.3111 / 4.8228
Spin multiplicity: 3
Net charge: +3
Expectation value of S²: 2.01

Element x y z (Å)
W 0.55551 1.29966 -0.43730
N 0.12631 0.54170 1.70642
C -0.20764 -0.92048 1.70527
C -0.02834 -1.57104 3.07452
C -0.57604 -3.00988 3.21160
C 0.35921 -4.22447 3.06708
N 1.58519 -4.17723 3.87654
C 2.83950 -4.08682 3.44603
N 3.14408 -4.16325 2.15890
N 3.82738 -3.92825 4.34093
C 0.61762 -1.51485 0.59008
O 1.11000 -2.60368 0.63079
O 0.73580 -0.69050 -0.45232
H 0.97613 0.66356 2.24317
H -0.59461 1.04624 2.21522
H -1.25265 -0.99340 1.39685
H -0.58228 -0.94364 3.77552
H 1.02780 -1.51649 3.36516
H -1.37292 -3.15173 2.47664
H -1.05198 -3.09016 4.19052
H 0.61258 -4.37999 2.02705
H -0.19292 -5.10149 3.39451
H 1.45438 -4.20136 4.87469
H 2.42710 -4.09927 1.45798
H 4.07493 -3.93022 1.85516
H 3.65614 -4.05018 5.32474
H 4.78076 -4.02299 4.03699
C -4.86686 1.46944 -3.02410
C -4.30982 0.48013 -2.21944
C -3.29380 0.80722 -1.34014
C -2.84730 2.13044 -1.25289
C -3.38812 3.11418 -2.07392
C -4.40399 2.77579 -2.95834
P -1.57609 2.50701 -0.04612
C -0.98822 4.18596 -0.27922
C -1.66809 5.33662 0.09975
C -1.07899 6.57220 -0.13015
C 0.18219 6.66014 -0.71852
C 0.87630 5.51469 -1.08428
C 0.27603 4.28844 -0.85681
C -2.33215 2.48943 1.60000
C -3.60984 1.98204 1.82721
C -4.14016 2.00755 3.11394
C -3.40546 2.53286 4.16792
C -2.13393 3.05478 3.94374
C -1.59771 3.03155 2.66705
H -5.66386 1.21542 -3.71320
H -4.66451 -0.54077 -2.28486
H -2.84212 0.03661 -0.72472
H -3.02794 4.13527 -2.02940
H -4.83115 3.53670 -3.60052
H -2.64873 5.26998 0.56223
H -1.60530 7.47727 0.15040
H 0.62828 7.63224 -0.89599
H 1.84995 5.58712 -1.55562
H 0.78500 3.38523 -1.18412
H -4.20413 1.59485 1.00929
H -5.14060 1.62678 3.28501
H -3.83009 2.55416 5.16529
H -1.57692 3.50091 4.75994
H -0.62548 3.48272 2.48399
N 6.68604 -0.36200 -0.35355
C 5.51837 -0.37475 0.30374
O 5.08344 -1.32893 0.92967
C 4.68674 0.88651 0.27045
C 5.19770 2.17471 0.29871
C 4.31683 3.23819 0.46502
C 2.96881 2.99442 0.53460
N 2.44946 1.74520 0.44375
C 3.32177 0.72056 0.35486
H 7.25488 -1.19362 -0.34163
H 6.98548 0.39993 -0.93770
H 6.26623 2.36094 0.24104
H 4.67703 4.25613 0.54391
H 2.26787 3.79906 0.68124
H 2.93369 -0.28472 0.35678
O 1.54815 1.54942 -2.25100
C 0.55341 1.08026 -2.96534
O -0.48009 0.80800 -2.27429
C 0.61526 0.93654 -4.42874
C 0.12986 -0.43479 -4.91998
Ge -0.14508 -0.35050 -6.87198
C -0.81779 -2.02190 -7.57706
C -0.88007 -3.20022 -6.83526
C -1.33116 -4.37911 -7.42077
C -1.71520 -4.38712 -8.75260
C -1.65644 -3.21831 -9.50210
C -1.20967 -2.04019 -8.91661
C 1.48304 0.19124 -7.78409
C 2.03535 1.46306 -7.59640
C 3.19401 1.83977 -8.26532
C 3.81345 0.94869 -9.13278
C 3.27444 -0.31555 -9.32991
C 2.11676 -0.69409 -8.65746
C -1.49827 1.04778 -7.08562
C -2.69080 0.95598 -6.35788
C -3.68970 1.91269 -6.51150
C -3.50494 2.97758 -7.38664
C -2.32614 3.08041 -8.11284
C -1.32700 2.12014 -7.96354
H 1.63153 1.15719 -4.74909
H -0.04784 1.72120 -4.82416
H -0.83091 -0.68105 -4.46141
H 0.84239 -1.21983 -4.65679
H -0.58041 -3.20409 -5.79005
H -1.37616 -5.29358 -6.84005
H -2.06829 -5.30438 -9.20798
H -1.95800 -3.22529 -10.54335
H -1.17823 -1.12648 -9.50444
H 1.53993 2.18483 -6.95115
H 3.60603 2.83261 -8.12270
H 4.70951 1.24535 -9.66486
H 3.75087 -1.00814 -10.01385
H 1.70162 -1.68322 -8.82257
H -2.86276 0.10836 -5.69680
H -4.62404 1.81224 -5.96822
H -4.28989 3.71425 -7.52078
H -2.18696 3.90098 -8.80920
H -0.41857 2.20052 -8.55217

---

# 3
This record from the OMol25 dataset describes a molecular structure, C18H29ORu in a non-equilibrium geometry. The level of theory is ωB97M-V with the def2-TZVPD basis set.

LUMO level (alpha / beta), eV: -3.409 / -5.410
Kohn-Sham gap (alpha / beta), eV: 6.0385 / 7.1738
Spin multiplicity: 5
Net charge: +1
Expectation value of S²: 6.02

Element x y z (Å)
C -0.15920 0.42075 -4.01446
C 0.39828 1.79152 -4.03561
C 0.64125 -0.63868 -4.66660
C -1.63167 0.31081 -4.11003
H 0.57811 -0.50835 -5.76192
H 0.27443 -1.64341 -4.43891
H 1.69784 -0.58426 -4.39152
H 0.33264 2.17741 -5.06699
H 1.44844 1.82430 -3.73772
H -0.17042 2.47225 -3.39639
H -1.94012 0.50547 -5.15112
H -2.13429 1.04845 -3.47890
H -1.99724 -0.68292 -3.84410
C 2.26458 -0.36824 0.99008
C 2.31103 -1.19537 -0.19135
C 2.14361 -0.34171 -1.34676
H 2.53566 -2.25446 -0.20625
C 1.94156 1.00851 -0.85583
C 2.08479 0.97686 0.57007
H 2.06397 1.84092 1.23016
H 2.36622 -0.71840 2.01318
H 2.29374 -0.62741 -2.38436
H 1.70926 1.87608 -1.47194
C -1.85229 -1.06216 0.39565
C -0.90666 -2.03647 0.83265
C -0.15799 -2.48399 -0.31638
H -0.78382 -2.40115 1.84801
C -0.66668 -1.79140 -1.48518
C -1.70645 -0.87672 -1.02088
H -2.26252 -0.17914 -1.64222
H -2.56696 -0.54681 1.02844
H 0.58460 -3.27590 -0.31778
H -0.41795 -2.01046 -2.52300
Ru 0.37623 -0.47891 -0.26786
C -0.72433 -0.99165 4.75337
C -1.43951 -0.15880 3.71949
O -0.55141 0.44900 2.75080
C 0.22407 1.54509 3.25790
C -0.38272 2.34038 4.39091
H -0.19486 -1.81539 4.27351
H -1.47165 -1.41615 5.43186
H -0.01588 -0.38801 5.33260
H -2.11087 -0.77947 3.11240
H -2.03818 0.64028 4.20089
H 1.19514 1.13122 3.57741
H 0.40378 2.19074 2.38668
H -0.49864 1.75862 5.31338
H 0.26772 3.18964 4.61188
H -1.35467 2.75749 4.10271

---

# 4
This record from the OMol25 dataset describes a molecular structure, C4H4LiO5Pm in a non-equilibrium geometry. The level of theory is ωB97M-V with the def2-TZVPD basis set.

Relative energy (zero: lowest compared OMol25 entry of this formula, charge and spin), kcal per mole: 0.00
LUMO level (alpha / beta), eV: -13.624 / -13.624
Kohn-Sham gap (alpha / beta), eV: 4.7572 / 7.4166
Spin multiplicity: 6
Net charge: +3
Expectation value of S²: 8.75

Element x y z (Å)
O 1.05752 -0.98997 0.66130
C 0.89347 0.05500 1.47400
C 2.21902 -0.80948 -0.07380
O -0.18967 0.46693 1.82764
O 2.00979 0.73809 1.58244
C 2.98367 0.26683 0.62708
Li -1.94841 0.57840 1.21413
H -1.60482 -0.48728 -1.74768
H 2.37505 -1.37330 -0.98767
H 3.87394 -0.08053 1.16837
C -2.68050 -0.12443 -1.53025
O -2.96728 0.32769 -0.36765
O -3.61082 -0.28550 -2.34488
Pm -5.67985 0.61057 -1.47913
H 3.26888 1.10697 -0.02390

---

# 5
This record from the OMol25 dataset describes 20 unconnected molecules or ions with the total composition H39O20 in a non-equilibrium geometry. The level of theory is ωB97M-V with the def2-TZVPD basis set.

Relative energy (zero: lowest compared OMol25 entry of this formula, charge and spin), kcal per mole: 196.74
LUMO level, eV: 2.126
Kohn-Sham gap, eV: 8.8268
Net charge: -1

Element x y z (Å)
O 2.51194 1.19732 0.76134
H 3.07803 -1.58676 2.35019
O 0.39209 4.66778 -0.94880
H 0.41122 4.17245 -1.72382
H 0.82267 5.44454 -0.93943
O -1.05718 2.46337 -0.31351
H -0.67786 -4.61090 0.19576
H -0.25507 2.10480 -0.65196
O -0.49192 2.65329 2.91816
H -1.03844 2.06112 2.31194
H -0.32371 -0.86630 4.53794
O -0.51350 -1.66386 4.21249
H -1.92825 -0.32754 -0.17531
H -0.78997 3.06759 0.31709
O 1.45193 0.71952 -3.86232
H 3.30550 0.81081 0.61886
H 0.32699 2.34555 3.08700
O 0.55072 -1.51539 -0.20888
H 0.69948 -0.69589 -0.48023
H 0.15322 -2.06480 0.44979
O -1.04549 -0.93176 -2.28949
H 2.29566 0.42244 -3.88619
H 1.96237 -3.14648 -2.48945
O -6.11203 0.52541 -1.08121
H -5.71510 0.83882 -1.94011
H -5.19659 0.29065 -0.64800
O -4.15647 0.64946 -2.98483
H -3.25694 0.91282 -2.70091
H -4.25240 -0.17061 -2.48397
O -2.51153 0.32570 -0.72731
H -0.73573 -1.02044 2.06039
H -2.35121 1.24492 -0.37575
O 3.82090 -2.22298 2.47196
H -0.71849 2.19738 -2.77338
H 0.81793 0.00064 -3.63103
O -1.29479 -1.27098 1.23583
H -2.14327 -1.70268 1.61153
H -1.00678 -0.20259 -1.42671
O -0.15739 -3.96411 0.71556
H -2.06293 -0.89274 -2.73805
H 0.63816 -3.94938 0.26565
O 2.08854 -0.35966 2.62992
H 1.20731 -0.75477 2.38284
H 2.10255 0.44747 1.85344
O 2.51512 2.65912 2.76215
H 1.75508 3.13408 2.74606
H 0.30308 -2.30720 4.44240
O -1.31440 2.14428 -3.53773
H 2.55993 2.07393 1.94711
H -1.11590 1.28940 -3.88123
O 1.72628 -3.72685 -3.29948
H 0.87644 -3.51974 -3.54583
H 3.81261 -1.83552 3.33797
O 1.35648 -3.61713 2.98096
H 2.05941 -3.32901 2.31297
H 1.23181 -4.55426 2.88797
O 1.54892 2.05517 -1.55374
H 1.81981 2.03997 -2.33140
H 2.02115 1.85054 -0.77523

---

# 6
This record from the OMol25 dataset describes C5H12N2Si in the gas phase in a non-equilibrium geometry. The level of theory is ωB97M-V with the def2-TZVPD basis set.

Relative energy (zero: lowest compared OMol25 entry of this formula, charge and spin), kcal per mole: 54.11
LUMO level (alpha / beta), eV: 0.774 / -1.994
Kohn-Sham gap (alpha / beta), eV: 5.3751 / 7.1432
Spin multiplicity: 3
Net charge: 0
Expectation value of S²: 2.02

Element x y z (Å)
C 2.37494 -1.74158 -0.58952
C 2.14705 -0.61482 0.14994
C -1.73080 0.01402 -1.00578
C -2.14170 -0.79916 0.33722
C 0.89641 2.17621 0.91749
N -0.36371 -0.00285 -1.13768
N -1.47452 -0.36143 1.54763
Si 0.57396 0.36557 0.23326
H 3.24302 -2.02529 -1.05025
H 1.47114 -2.25434 -0.73854
H 3.03514 0.07482 0.34337
H -2.17159 -0.54465 -1.84610
H -1.94368 1.02459 -1.02103
H -3.26289 -0.81866 0.45673
H -1.87100 -1.90035 0.08981
H -0.04409 2.42719 1.43641
H 1.79101 2.45617 1.53109
H 1.14811 2.71605 -0.00391
H 0.09779 -0.76459 -1.61025
H -1.77457 0.57309 1.96011